182
Properties=species:S:1:pos:R:3:lowdin_charge:R:1 method="wB97M-V/def2-TZVPD" e_above_lowest_ev=8.485 multiplicity=1 lumo_ev=-1.1212 orbital_gap_ha=0.3204 e_tot_ha=-5677.915452
O -9.830 2.201 -4.779 0.0638
O -2.548 5.489 5.565 0.0567
O -9.480 2.428 -6.906 0.0895
O 1.835 3.386 -0.620 0.0794
O 7.618 5.947 -1.446 0.0604
O 6.556 1.672 -11.182 0.0887
O -3.213 5.256 7.608 0.0687
O 7.958 4.328 -0.061 0.0696
O 10.147 -4.655 -2.235 0.0724
O -11.877 -2.765 -4.154 0.0471
O 4.881 8.143 -6.624 0.0600
O -1.537 -9.033 -1.037 0.0865
O -12.268 -2.946 -6.295 0.0742
O 6.385 -0.537 -11.080 0.0069
O -6.536 2.511 3.665 0.0828
O 4.732 9.686 -5.134 0.0527
O -4.586 -6.494 4.281 0.0923
O 1.105 -4.876 11.671 0.0498
O -6.068 -5.577 3.041 0.0599
O -6.094 0.374 3.502 0.0258
O -0.348 3.465 -0.106 0.0531
O 3.203 -4.580 11.223 0.0443
O 1.978 10.623 4.201 0.0703
O 2.951 9.420 2.702 0.0678
O -2.183 -9.254 -3.064 0.0409
O 9.033 -2.899 -2.671 0.0666
N 0.763 2.923 -0.241 -0.3249
N 4.225 8.757 -5.784 -0.3182
N -11.492 -2.830 -5.359 -0.3160
N -5.689 -6.088 4.107 -0.3501
N 2.012 -4.719 10.832 -0.3179
N 9.844 -3.748 -2.993 -0.3571
N 2.636 9.660 3.874 -0.3337
N -6.427 1.414 4.183 -0.3086
N -9.086 2.357 -5.759 -0.3510
N 8.261 4.969 -1.051 -0.3247
N -2.413 5.014 6.723 -0.3190
N -2.057 -9.686 -1.895 -0.3375
N 6.222 0.670 -10.586 -0.2918
C 10.580 -3.525 -4.262 -0.0946
C -0.557 -0.692 -0.148 -0.0705
C -6.722 2.033 -6.450 -0.0370
C -3.215 -13.702 -1.022 -0.0643
C 2.898 8.109 7.351 -0.0600
C 11.610 -4.433 -4.615 -0.0121
C -5.827 3.214 -4.037 -0.0494
C 0.707 1.413 -0.038 -0.0986
C -0.156 1.585 7.713 -0.0747
C -2.934 -12.834 0.041 -0.0747
C 2.301 -4.389 7.094 -0.0369
C 11.406 3.420 -3.654 -0.0544
C 10.853 4.694 -3.879 -0.0693
C 5.881 2.076 -8.498 0.0095
C -0.547 2.433 8.760 -0.0622
C -6.717 1.287 5.619 -0.1286
C -8.796 -5.596 6.235 -0.0683
C -7.212 3.017 -4.300 0.0261
C 10.976 2.742 -2.497 -0.0713
C -0.094 -4.393 7.696 -0.0908
C -2.876 -11.969 -2.569 -0.0318
C 2.658 9.079 6.360 -0.0006
C -0.541 0.716 0.011 0.0043
C 0.749 8.696 -4.182 -0.0514
C 0.905 -4.428 6.730 -0.0574
C 12.396 -4.230 -5.739 -0.0726
C -4.986 2.670 -4.971 -0.0813
C 1.615 -4.667 9.426 -0.1240
C 3.732 7.627 4.773 -0.0171
C 2.078 9.010 -4.456 -0.0189
C -7.667 2.419 -5.506 -0.1465
C -2.608 -11.515 -0.197 -0.0039
C 12.170 -3.133 -6.604 -0.0533
C 4.008 6.652 5.774 -0.0591
C -7.561 1.121 8.315 -0.0865
C 9.873 3.186 -1.771 -0.0203
C -7.746 -2.974 -5.021 -0.0759
C -8.294 -5.934 7.489 -0.0677
C -6.223 -6.486 6.504 -0.0449
C 9.891 5.222 -3.031 -0.0217
C 5.680 2.174 -7.122 -0.0694
C 2.759 8.461 -5.530 -0.1193
C 3.558 6.869 7.094 -0.0555
C -6.556 0.097 6.340 -0.0061
C -1.521 3.894 7.028 -0.1492
C 9.401 4.481 -1.970 -0.1120
C -7.012 -0.030 7.673 -0.0398
C -7.302 -3.225 -6.282 -0.1025
C 5.659 -0.296 -8.380 -0.0013
C 10.394 -2.396 -5.157 -0.0064
C 3.036 8.781 5.032 -0.1348
C -7.003 -6.454 7.642 -0.0572
C -0.980 3.144 6.039 -0.0116
C -7.980 -5.678 5.116 0.0064
C -6.651 -6.181 5.254 -0.1217
C 5.351 1.040 -6.437 -0.1072
C -5.401 2.108 -6.192 -0.0711
C -10.067 -2.956 -5.699 -0.1411
C -0.332 1.943 6.368 -0.0549
C -9.597 -3.205 -7.039 0.0308
C -8.188 -3.369 -7.347 -0.0410
C 11.150 -2.202 -6.295 -0.0744
C 1.899 0.619 -0.084 -0.0152
C 2.004 7.761 -6.487 -0.0140
C 1.854 -0.773 0.015 -0.0764
C 0.621 -1.440 -0.092 -0.0749
C -9.119 -2.863 -4.717 -0.0093
C 5.896 0.811 -9.158 -0.1400
C -3.174 -13.290 -2.362 -0.0638
C -1.325 3.511 8.399 0.0026
C 2.616 -4.532 8.465 -0.0137
C -7.738 2.272 7.646 -0.0903
C 5.381 -0.188 -6.998 -0.0614
C -7.298 2.362 6.339 0.0069
C 0.204 -4.584 9.038 0.0187
C 0.028 8.034 -5.174 -0.0736
C 0.616 7.564 -6.357 -0.0610
C -2.525 -11.086 -1.549 -0.1013
H -8.134 3.093 8.225 0.1153
H 2.414 7.398 -7.417 0.1092
H -8.316 -5.376 4.135 0.1136
H -1.473 -1.264 -0.136 0.1026
H 0.127 7.141 -7.222 0.1048
H 2.897 1.030 -0.125 0.1087
H 0.435 0.697 7.888 0.1003
H 2.466 8.313 8.319 0.0969
H 12.719 -3.079 -7.532 0.1015
H 0.734 -4.172 5.695 0.0990
H 11.877 -5.295 -4.021 0.1137
H 9.447 2.475 -1.079 0.1162
H -1.139 -4.343 7.429 0.1055
H -7.355 3.338 5.879 0.1160
H -7.956 -3.543 -8.387 0.0998
H -3.921 2.750 -4.806 0.1032
H 5.133 1.218 -5.395 0.1128
H 11.223 5.251 -4.727 0.1048
H 2.761 -1.325 0.214 0.1026
H -10.327 -3.380 -7.815 0.1024
H 0.517 -2.513 -0.020 0.1032
H -0.244 2.145 9.756 0.1078
H -6.652 -6.815 8.598 0.1093
H -2.755 -11.645 -3.592 0.1159
H -9.357 -2.756 -3.669 0.1187
H 0.397 8.939 -3.190 0.1112
H 2.182 10.030 6.550 0.1118
H 3.796 7.245 3.764 0.1162
H 6.010 3.016 -9.013 0.1130
H -7.076 -2.844 -4.184 0.1078
H -6.051 -0.731 5.864 0.1094
H 3.649 -4.525 8.779 0.1130
H 2.711 9.491 -3.725 0.1175
H 5.763 3.178 -6.734 0.1130
H 9.609 -1.688 -4.934 0.1070
H -3.572 -14.708 -0.854 0.1018
H -7.096 1.497 -7.310 0.1214
H -7.995 3.320 -3.620 0.1111
H -2.987 -13.167 1.067 0.1063
H -5.188 -6.770 6.628 0.1176
H 13.265 -4.817 -5.996 0.1037
H -2.353 -10.896 0.651 0.1156
H 5.048 -1.029 -6.409 0.1109
H -4.806 1.638 -6.960 0.1112
H 3.878 6.095 7.777 0.0979
H 0.187 1.314 5.660 0.1030
H -7.933 0.924 9.310 0.1057
H -8.856 -5.828 8.405 0.1031
H 9.430 6.158 -3.307 0.1191
H -1.459 1.284 0.034 0.1066
H 5.583 -1.286 -8.805 0.1164
H -1.764 4.180 9.125 0.1105
H -1.011 7.742 -5.124 0.1012
H -0.620 -4.522 9.733 0.1099
H -6.234 -3.255 -6.438 0.1056
H 4.601 5.793 5.498 0.1000
H -1.166 3.431 5.015 0.1216
H 10.996 -1.327 -6.909 0.1053
H -3.367 -13.948 -3.197 0.1104
H 12.189 2.950 -4.231 0.1018
H 3.092 -4.152 6.397 0.1006
H 11.311 1.745 -2.253 0.1019
H -6.932 -0.962 8.213 0.0983
H -9.789 -5.235 6.014 0.1076
H -5.524 3.672 -3.107 0.1097